Computed, not measured: a 14-piece molecular cluster, C42H92B4F22N14O18S6 overall at a distorted geometry, with ωB97M-V/def2-TZVPD.

XYZ file:
```
198
Properties=species:S:1:pos:R:3:forces:R:3
C -0.416 2.956 0.050 -0.677 0.648 -0.037
C -1.700 2.097 -0.084 0.515 1.020 -1.726
N -1.546 0.751 0.350 2.215 -4.367 1.770
C -2.410 0.029 1.248 1.810 1.124 -1.758
C -1.879 -1.229 1.368 -0.238 1.020 0.891
N -0.689 -1.241 0.697 0.048 0.439 -0.889
C -0.440 -0.110 0.053 -3.961 2.409 1.223
C 0.185 -2.378 0.509 -1.083 -0.411 0.936
H 0.009 2.949 1.054 -0.091 0.082 0.058
H -0.675 3.980 -0.219 -0.411 0.157 0.550
H 0.396 2.836 -0.666 -0.170 -1.223 -0.064
H -1.960 2.006 -1.139 0.010 0.394 -0.161
H -2.612 2.506 0.352 0.305 0.193 0.393
H -3.249 0.555 1.678 -0.418 -0.232 -0.180
H -2.204 -2.031 2.014 -0.014 -0.195 -0.273
H 0.385 0.098 -0.611 0.051 0.062 0.111
H 1.031 -2.181 1.168 0.555 -0.329 -0.817
H 0.271 -2.479 -0.573 0.868 -0.278 0.220
H -0.388 -3.188 0.959 0.355 -0.410 -0.248
C -2.624 10.499 4.228 0.635 1.333 0.110
C -3.175 10.324 2.832 0.928 0.681 0.528
N -3.259 8.958 2.480 -1.070 -3.615 -2.612
C -3.917 7.929 3.182 1.086 1.057 -0.594
C -3.774 6.786 2.450 -1.000 0.455 0.065
N -3.167 7.115 1.279 0.891 0.739 -1.017
C -2.846 8.437 1.258 -1.074 -1.189 2.719
C -2.798 6.092 0.238 1.052 1.568 -0.271
H -3.338 10.501 5.051 -0.062 -0.618 -0.156
H -2.260 11.526 4.218 0.094 0.221 0.230
H -1.723 9.905 4.385 -0.367 -0.300 0.173
H -2.409 10.666 2.137 -0.287 0.720 0.007
H -4.114 10.868 2.734 -0.029 -0.176 -0.376
H -4.388 8.190 4.119 0.093 -0.441 -0.073
H -4.190 5.794 2.553 0.185 0.118 0.344
H -2.310 8.959 0.479 -0.069 -0.066 0.200
H -1.742 6.268 0.031 0.435 -0.575 0.734
H -3.147 6.378 -0.754 -1.257 -0.432 0.349
H -3.008 5.081 0.586 -0.253 0.406 -0.233
C 0.399 -5.083 -2.900 0.513 -2.483 -1.215
C -0.164 -6.390 -3.640 -1.396 1.409 0.539
N 0.611 -6.753 -4.857 1.489 -3.490 1.947
C 0.816 -6.006 -5.952 -0.013 0.268 -1.094
C 1.706 -6.652 -6.761 0.893 -1.969 0.533
N 2.119 -7.856 -6.130 -3.663 1.076 2.108
C 1.365 -7.927 -4.909 1.045 2.791 -3.212
C 3.072 -8.843 -6.705 -0.048 0.883 0.366
H 0.574 -4.405 -3.735 -0.131 0.666 0.616
H 1.357 -5.388 -2.479 0.226 0.270 0.022
H -0.214 -4.719 -2.075 -0.361 0.072 -0.556
H -1.194 -6.185 -3.931 0.099 0.494 -0.729
H -0.427 -7.264 -3.044 1.212 -0.277 0.209
H 0.235 -5.109 -6.109 0.297 0.203 -0.076
H 2.125 -6.501 -7.745 -0.317 0.557 0.126
H 1.477 -8.639 -4.104 -0.103 0.004 -0.235
H 3.909 -8.721 -6.017 0.369 -0.848 -0.529
H 3.332 -8.556 -7.724 0.131 0.560 0.264
H 2.697 -9.854 -6.861 -0.278 0.101 0.860
C 1.214 1.277 3.836 -0.926 -2.399 1.464
C 0.526 0.070 4.605 1.525 0.833 0.606
N -0.919 0.248 4.740 -4.737 -0.076 0.382
C -1.781 1.309 4.299 4.504 -0.497 -0.252
C -3.072 1.028 4.625 -3.204 -1.896 2.047
N -3.142 -0.123 5.331 3.995 0.398 -1.759
C -1.776 -0.643 5.324 -1.187 1.397 -0.563
C -4.350 -0.827 5.779 0.018 0.678 -0.037
H 0.694 1.141 2.888 0.809 1.117 -0.545
H 2.274 1.023 3.859 -0.085 -0.034 -0.773
H 1.156 2.224 4.373 -0.595 0.084 -0.434
H 0.910 -0.064 5.616 -0.042 0.402 0.205
H 0.728 -0.907 4.167 -0.337 0.161 -0.631
H -1.339 2.211 3.902 -0.221 0.138 -0.280
H -4.003 1.561 4.499 0.091 0.578 -0.594
H -1.532 -1.623 5.707 0.064 -0.024 0.061
H -5.118 -0.055 5.820 -0.147 -0.196 0.026
H -4.138 -1.199 6.781 -0.234 -0.404 -0.305
H -4.601 -1.542 4.995 -0.081 -0.426 0.331
C 7.689 2.538 -1.029 0.785 -2.846 3.153
O 6.752 3.073 -1.797 -1.128 3.154 -3.345
C 7.287 4.238 -2.481 -1.264 -2.589 -0.400
C 6.319 4.642 -3.578 -0.555 1.771 0.798
N 4.912 5.132 -3.059 0.028 -0.589 -0.048
H 5.022 5.985 -2.530 0.181 0.311 0.344
H 4.313 5.410 -3.823 -0.001 0.062 -0.697
C 4.045 4.176 -2.200 -0.211 -0.027 0.600
C 2.510 4.430 -2.133 0.649 0.557 -1.234
O 2.200 5.811 -1.930 -0.954 -0.402 -0.889
C 1.046 6.333 -2.688 0.869 0.382 -0.276
H 7.199 1.657 -0.615 0.086 -0.241 0.297
H 7.885 3.159 -0.155 0.720 0.262 0.024
H 8.572 2.118 -1.510 0.375 0.603 -0.372
H 8.158 3.941 -3.065 0.404 -0.166 0.053
H 7.648 4.977 -1.765 -0.552 0.472 -0.029
H 6.163 4.017 -4.457 -0.084 -0.708 0.744
H 6.864 5.493 -3.985 -0.684 0.641 -0.224
H 4.440 4.279 -1.190 0.252 -0.468 -0.233
H 4.165 3.187 -2.643 0.301 -0.062 0.521
H 2.126 3.746 -1.375 0.196 0.280 0.463
H 2.094 4.016 -3.051 -0.298 0.403 -0.387
H 0.176 5.700 -2.860 0.092 -0.447 0.991
H 1.299 6.606 -3.712 0.758 -0.188 -0.243
H 0.784 7.301 -2.260 -0.128 -0.406 0.521
C 4.265 -3.033 1.196 0.206 0.530 -0.058
O 5.216 -4.004 0.743 -1.236 -1.890 -0.421
C 4.605 -5.164 0.096 0.598 0.759 2.386
C 4.710 -6.397 1.072 2.456 0.008 0.015
N 6.055 -6.398 1.917 0.682 1.543 -0.196
H 5.907 -5.730 2.659 0.255 1.159 -0.082
H 6.135 -7.229 2.484 -0.207 -0.833 -0.224
C 7.445 -6.258 1.230 -0.628 -0.892 -0.197
C 8.730 -6.195 2.107 -0.546 -0.719 1.929
O 8.611 -5.480 3.360 0.981 0.767 -0.449
C 9.955 -5.176 3.943 -0.960 -0.275 -0.500
H 3.505 -2.836 0.440 0.427 0.469 -0.324
H 4.919 -2.191 1.424 -0.635 0.345 -0.201
H 3.687 -3.280 2.086 0.321 -0.606 0.408
H 5.096 -5.225 -0.876 -0.035 -0.709 0.155
H 3.526 -5.062 -0.013 -0.031 0.377 -0.360
H 4.754 -7.340 0.526 -0.361 -0.010 0.049
H 4.052 -6.452 1.939 -0.789 0.283 -0.730
H 7.529 -5.550 0.405 -0.965 0.483 0.536
H 7.347 -7.235 0.756 1.190 -0.091 -0.405
H 9.558 -5.845 1.490 -0.127 0.214 -0.101
H 8.961 -7.202 2.454 0.209 -0.388 -0.517
H 10.491 -6.086 4.214 -0.090 -0.242 -0.354
H 9.878 -4.613 4.873 -0.715 0.032 -0.231
H 10.535 -4.575 3.243 -0.037 -0.121 -0.128
C -6.817 -2.116 -1.417 -0.617 0.774 -0.269
O -5.578 -1.969 -2.078 1.949 -1.190 -0.498
C -4.978 -0.710 -2.068 -0.490 1.914 0.090
C -3.591 -0.618 -2.680 -0.604 -1.849 -1.564
N -3.594 -1.421 -4.047 -1.719 -1.375 1.383
H -4.302 -1.069 -4.676 -0.819 0.586 0.311
H -2.769 -1.111 -4.539 1.204 -0.496 -0.082
C -3.828 -2.952 -4.118 0.241 0.039 -1.630
C -2.742 -3.746 -3.445 -0.427 -0.953 1.368
O -2.567 -3.452 -2.069 1.119 2.128 -1.580
C -3.366 -3.970 -1.028 0.999 -0.502 0.286
H -7.072 -3.092 -1.005 1.198 -0.223 0.195
H -7.563 -2.037 -2.208 -0.539 0.935 0.305
H -6.802 -1.381 -0.613 -0.940 -0.066 -0.062
H -4.923 -0.217 -1.097 0.155 -0.456 0.678
H -5.559 0.060 -2.574 -0.599 -0.161 -0.566
H -2.810 -1.056 -2.058 0.065 0.025 -0.328
H -3.352 0.362 -3.094 -0.121 0.405 0.819
H -3.777 -3.145 -5.190 0.801 0.062 -0.371
H -4.849 -3.324 -4.033 -0.074 0.963 1.471
H -1.844 -3.682 -4.060 0.648 0.963 0.742
H -2.842 -4.831 -3.423 -1.230 -0.397 -0.732
H -3.309 -5.051 -1.159 -0.434 -0.316 0.604
H -4.374 -3.608 -0.829 -0.044 0.166 -0.811
H -2.739 -3.623 -0.206 -0.414 -0.654 0.618
N 1.862 6.883 3.671 -3.285 2.918 1.794
S 1.454 5.704 2.845 2.551 -8.911 -4.506
O 0.644 5.809 1.629 0.383 0.688 1.996
O 1.404 4.418 3.560 -1.447 1.556 -0.287
F 2.898 5.465 2.256 1.111 0.461 -1.072
S 0.289 7.297 3.988 -2.588 5.560 3.347
O -0.761 6.307 4.262 2.397 1.210 -0.907
O -0.124 8.545 3.306 0.875 -2.858 0.592
F 0.604 7.906 5.485 -0.192 -0.809 -1.152
N -6.450 -3.139 3.825 -4.203 -3.777 5.954
S -6.628 -2.238 2.708 3.826 6.943 -8.920
O -6.667 -0.793 3.008 -1.235 -2.125 -0.315
O -7.207 -2.746 1.472 0.078 0.870 1.642
F -5.057 -2.321 2.370 1.235 0.044 -0.859
S -8.099 -3.032 4.270 -3.292 -2.629 5.860
O -9.205 -3.217 3.377 1.400 0.718 -1.026
O -8.385 -2.123 5.384 1.676 -1.003 -1.858
F -8.186 -4.511 4.988 0.941 1.042 -0.246
N -1.188 -0.481 -4.911 2.422 -1.145 -0.814
S 0.000 -0.729 -3.912 4.318 2.232 6.061
O 1.349 -0.375 -4.338 -2.248 -0.451 -0.670
O -0.044 -1.853 -3.014 -1.004 -0.362 -0.894
F -0.305 0.437 -2.822 -0.567 -0.019 -1.004
S -0.459 -1.343 -6.111 0.234 -1.134 -4.856
O 0.130 -2.666 -5.817 -0.886 2.186 0.207
O 0.192 -0.564 -7.168 -1.623 -1.402 2.492
F -1.887 -1.798 -6.657 -0.088 0.047 -0.697
B -4.838 3.322 2.435 -1.650 -0.211 2.009
F -3.563 3.634 2.856 2.111 0.304 1.242
F -5.799 3.729 3.422 0.730 0.090 -0.277
F -5.026 3.870 1.263 -0.722 2.158 -2.996
F -4.928 1.974 2.286 0.294 -2.758 0.364
B -4.269 3.696 -2.525 -1.915 0.007 -2.662
F -3.233 3.957 -1.724 2.078 0.469 1.981
F -3.817 3.021 -3.674 0.971 -0.966 -0.827
F -5.235 2.885 -1.982 -0.578 -0.680 1.133
F -4.841 4.873 -3.013 -0.215 0.852 0.354
B -1.970 -4.011 3.709 -0.924 -0.198 -1.008
F -2.693 -4.496 2.669 -1.152 -0.227 -1.656
F -1.811 -4.932 4.621 0.333 -2.578 3.098
F -0.752 -3.641 3.254 2.942 1.525 -1.131
F -2.594 -2.894 4.253 -0.796 2.046 0.797
B 3.301 0.004 -0.548 1.486 0.273 -0.371
F 4.697 0.254 -0.547 0.213 -0.035 0.678
F 2.763 -0.157 0.717 -0.187 -0.399 1.272
F 2.697 1.065 -1.140 -1.190 1.889 -0.816
F 3.094 -1.107 -1.311 -0.496 -1.793 -0.579
```
Positions in Å, forces in eV/Å.

LUMO energy (spin up / spin down)   -3.15 / -6.98 eV
Strongest force on any atom   11.93 eV/A
⟨S²⟩   0.76
Multiplicity   2
Charge   +1

Löwdin atomic charge list, values in e, 99 entries: number 1, C, carries -0.02; number 2, C, carries -0.16; number 3, N, carries -0.01; number 4, C, carries 0.05; number 5, C, carries -0.01; number 6, N, carries -0.09; number 7, C, carries 0.05; number 8, C, carries 0.03; number 9, H, carries 0.07; number 10, H, carries 0.06; number 11, H, carries 0.05; number 12, H, carries 0.12; number 13, H, carries 0.13; number 14, H, carries 0.11; number 15, H, carries 0.11; number 16, H, carries 0.14; number 17, H, carries 0.10; number 18, H, carries 0.09; number 19, H, carries 0.09; number 20, C, carries -0.07; number 21, C, carries -0.20; number 22, N, carries -0.07; number 23, C, carries 0.03; number 24, C, carries 0.01; number 25, N, carries -0.05; number 26, C, carries 0.04; number 27, C, carries 0.05; number 28, H, carries 0.08; number 29, H, carries 0.08; number 30, H, carries 0.06; number 31, H, carries 0.13; number 32, H, carries 0.13; number 33, H, carries 0.14; number 34, H, carries 0.12; number 35, H, carries 0.16; number 36, H, carries 0.08; number 37, H, carries 0.10; number 38, H, carries 0.09; number 39, C, carries -0.02; number 40, C, carries -0.13; number 41, N, carries -0.05; number 42, C, carries -0.02; number 43, C, carries 0.02; number 44, N, carries -0.08; number 45, C, carries 0.08; number 46, C, carries 0.01; number 47, H, carries 0.06; number 48, H, carries 0.06; number 49, H, carries 0.08; number 50, H, carries 0.10; number 51, H, carries 0.12; number 52, H, carries 0.13; number 53, H, carries 0.14; number 54, H, carries 0.15; number 55, H, carries 0.10; number 56, H, carries 0.10; number 57, H, carries 0.10; number 58, C, carries -0.02; number 59, C, carries -0.14; number 60, N, carries 0.03; number 61, C, carries 0.16; number 62, C, carries 0.09; number 63, N, carries 0.01; number 64, C, carries 0.16; number 65, C, carries 0.07; number 66, H, carries 0.07; number 67, H, carries 0.09; number 68, H, carries 0.06; number 69, H, carries 0.13; number 70, H, carries 0.13; number 71, H, carries 0.16; number 72, H, carries 0.16; number 73, H, carries 0.17; number 74, H, carries 0.12; number 75, H, carries 0.12; number 76, H, carries 0.09; number 77, C, carries -0.18; number 78, O, carries -0.17; number 79, C, carries -0.17; number 80, C, carries -0.05; number 81, N, carries 0.10; number 82, H, carries 0.17; number 83, H, carries 0.16; number 84, C, carries -0.06; number 85, C, carries -0.18; number 86, O, carries -0.18; number 87, C, carries -0.06; number 88, H, carries 0.10; number 89, H, carries 0.10; number 90, H, carries 0.10; number 91, H, carries 0.13; number 92, H, carries 0.14; number 93, H, carries 0.14; number 94, H, carries 0.13; number 95, H, carries 0.14; number 96, H, carries 0.14; number 97, H, carries 0.11; number 98, H, carries 0.13; number 99, H, carries 0.09